2 unconnected molecules or ions with the total composition C2H9OS at a distorted geometry. Source: the Open Molecules 2025 dataset; level of theory: wB97M-V/def2-TZVPD.

net charge	+1
ΔE to the lowest compared entry with this formula, charge and spin	0.5877	eV
strongest force on any atom	2.917	eV Å⁻¹
highest occupied orbital energy	-16.174	eV
total energy	-15094.92930	eV
gap between HOMO and LUMO	12.629	eV

Geometry (Å):
S  0.37155  0.20688  -0.50521
O  -0.31843  -2.50810  0.91208
C  -1.26218  1.07077  -0.93346
C  1.02341  1.40680  0.68335
H  0.24237  -3.25244  1.14273
H  -2.04182  0.90672  -0.14812
H  -1.18623  -2.81015  0.95804
H  1.04174  1.03291  1.69737
H  -1.60456  0.63411  -1.81578
H  0.14615  -0.67523  0.53463
H  -0.95039  2.03802  -1.19145
H  2.00117  1.76773  0.42435
H  0.38685  2.24758  0.68561